Molecular formula: C5H11O2
Method: DFT, ωB97M-V with the def2-TZVPD basis set

Structure (XYZ):
```
18
Properties=species:S:1:pos:R:3
C 1.4117 0.5987 -1.8475
C -0.1377 0.8692 -2.0820
H 1.8156 1.1663 -0.7962
H 1.5800 -0.4043 -1.6212
H 1.9780 0.9760 -2.5467
H -0.4139 1.0442 -0.9949
H -0.6342 -0.0224 -2.4595
H -0.1940 1.7085 -2.7690
C -1.0748 -0.3546 1.9749
C -1.0224 -1.1903 0.7159
C 0.5262 -0.1161 2.2188
O 1.3800 -1.0848 2.4278
O 0.8181 1.0798 2.0488
H -1.8000 0.5790 1.9047
H -1.4258 -0.9255 2.8535
H -0.3021 -1.9155 0.6802
H -0.5740 -0.4419 -0.0061
H -1.9309 -1.5661 0.2986
```

Values from the calculation:
relative energy (zero: lowest compared OMol25 entry of this formula, charge and spin) = 2.126 eV
total charge = -1
LUMO energy = 3.794 eV

These are the Mulliken partial charges, in e, on atoms 1 to 8: C -0.852; C -0.774; H 0.175; H 0.306; H 0.443; H 0.181; H 0.251; H 0.341



Molecular formula: C20H19BrN6PdS
Method: DFT, ωB97M-V with the def2-TZVPD basis set

Structure (XYZ):
```
48
Properties=species:S:1:pos:R:3
Pd 0.9009 0.6661 0.0710
N 2.3378 -1.7506 2.2787
C 1.1128 -2.0900 1.7309
C 0.1632 -2.6969 2.5732
C -1.0320 -3.1010 2.0268
C -1.2770 -2.8892 0.6698
C -0.2930 -2.2545 -0.0581
N 0.8788 -1.8523 0.4488
C 3.4052 -0.9919 1.7916
C 4.5902 -1.0277 2.5445
C 5.6553 -0.2706 2.1226
C 5.5345 0.5014 0.9684
C 4.3266 0.4711 0.3084
N 3.2748 -0.2567 0.7032
H 2.4715 -2.0756 3.2202
H 0.3790 -2.8468 3.6235
H -1.7732 -3.5820 2.6532
H -2.1986 -3.1984 0.1979
H -0.4207 -2.0392 -1.1128
H 4.6546 -1.6409 3.4340
H 6.5795 -0.2789 2.6863
H 6.3473 1.1100 0.6005
H 4.1562 1.0645 -0.5827
C -3.9169 0.3952 -3.3476
C -2.5177 0.9107 -3.1776
C -2.0508 2.0526 -3.8177
C -0.7610 2.5002 -3.5947
C 0.0201 1.7739 -2.7112
Br 1.7612 2.3757 -2.3005
N -0.3857 0.6818 -2.0904
C -1.6287 0.2645 -2.3308
H -4.4491 0.9461 -4.1224
H -4.4838 0.4916 -2.4193
H -3.9232 -0.6598 -3.6241
H -2.7027 2.5990 -4.4895
H -0.3759 3.3872 -4.0739
H -1.9435 -0.6234 -1.7938
S 0.8294 2.1116 1.9868
C -0.5927 1.6180 1.1405
N -1.3875 0.5913 1.7314
C -2.6550 0.3194 1.3781
C -3.3002 1.1039 0.4834
C -2.5529 2.2498 0.0321
N -1.3362 2.5304 0.3317
H -0.9218 0.0328 2.4290
H -3.1068 -0.5345 1.8665
H -4.3294 0.9334 0.2122
H -3.0628 2.9789 -0.5984
```

Values from the calculation:
relative energy (zero: lowest compared OMol25 entry of this formula, charge and spin) = 0.846 eV
total charge = 0
LUMO energy = 0.571 eV

These are the Mulliken partial charges, in e, on atoms 1 to 8: Pd -0.032; N -0.036; C 0.793; C -0.617; C -0.448; C -0.813; C -0.332; N -0.484



The electronic energy results, record by record, are as follows: -347.57153 -4202.15512 hartree.